1.
# C21H22N6O9RuS3

A molecular structure, C21H22N6O9RuS3 (wB97M-V/def2-TZVPD, OMol25).

Cartesian coordinates (Å):
Ru1 -0.80 -0.39 -0.35
O1 1.90 -2.43 -2.53
C1 1.26 -1.91 -1.67
O2 0.00 -1.49 -1.80
C2 1.79 -1.73 -0.26
C3 2.96 -2.21 0.28
C4 3.19 -1.99 1.64
C5 2.25 -1.32 2.42
C6 1.10 -0.87 1.80
N1 0.93 -1.09 0.51
C7 -0.10 -0.17 2.43
O3 -0.07 0.21 3.57
O4 -1.13 -0.08 1.62
H1 3.66 -2.74 -0.34
H2 4.09 -2.37 2.10
H3 2.39 -1.15 3.48
C8 -4.60 3.82 5.92
C9 -3.31 4.06 5.19
C10 -2.36 3.04 5.07
C11 -1.17 3.26 4.40
C12 -0.93 4.50 3.83
C13 -1.86 5.53 3.93
C14 -3.04 5.30 4.62
S1 0.53 4.72 2.86
O5 0.61 6.11 2.51
O6 1.61 4.02 3.50
N2 0.26 3.90 1.46
C15 -0.82 4.36 0.60
C16 -0.68 3.77 -0.81
C17 -1.06 2.33 -0.76
O7 -3.11 1.32 -0.03
O8 -0.25 1.50 -0.32
H4 -4.77 2.76 6.09
H5 -5.45 4.21 5.35
H6 -4.60 4.32 6.89
H7 -2.56 2.07 5.49
H8 -0.45 2.46 4.32
H9 -1.64 6.49 3.49
H10 -3.77 6.09 4.70
H11 0.26 2.90 1.64
H12 -0.76 5.44 0.54
H13 -1.81 4.10 1.02
H14 0.36 3.85 -1.14
H15 -1.35 4.28 -1.49
C18 -2.12 -0.83 -4.20
O9 -0.85 -0.91 -4.87
C19 0.07 -0.03 -4.56
S2 1.56 0.00 -5.29
S3 -0.06 1.27 -3.51
H16 -2.54 -1.83 -4.26
H17 -2.76 -0.12 -4.73
H18 -2.00 -0.54 -3.16
N3 -4.78 1.05 -2.53
C20 -4.21 2.27 -2.61
N4 -4.89 3.20 -3.34
N5 -3.07 2.64 -2.09
C21 -2.43 1.84 -1.16
N6 -2.48 0.43 -1.03
H19 -5.76 0.96 -2.73
H20 -4.36 0.39 -1.88
H21 -5.58 2.90 -4.01
H22 -4.39 4.05 -3.54

Highest occupied orbital energy (spin up / spin down) = -0.263 / -0.263 hartree
F_max = 1.372 eV/A
Calculated total energy = -3108.44690 hartree
Energy relative to the best compared isomer or geometry (same formula, charge and spin) = 456.8 kJ/mol

natural (NBO) population analysis, charges in e, atoms 1 to 5: atom 1 (Ru): 1.196, atom 2 (O): -0.544, atom 3 (C): 0.750, atom 4 (O): -0.669, atom 5 (C): 0.101

=====

2.
# C21H22N7O5S4Sn

A molecular structure, C21H22N7O5S4Sn (wB97M-V/def2-TZVPD, OMol25).

Cartesian coordinates (Å):
Sn1 -0.08 -0.12 -1.14
S1 1.73 -2.01 0.95
C1 2.46 -3.51 0.78
N1 3.40 -4.02 1.59
C2 3.82 -5.37 1.23
C3 3.10 -5.58 -0.12
N2 2.24 -4.40 -0.20
H1 3.70 -3.54 2.42
H2 3.50 -6.09 1.98
H3 4.90 -5.43 1.13
H4 2.51 -6.49 -0.13
H5 3.80 -5.61 -0.96
H6 1.64 -4.21 -0.98
N3 5.00 -3.47 -2.91
C4 4.55 -2.42 -3.03
C5 3.95 -1.12 -3.09
C6 4.54 -0.03 -3.74
C7 3.89 1.19 -3.69
C8 2.69 1.29 -3.00
N4 2.12 0.25 -2.40
C9 2.74 -0.93 -2.45
H7 5.48 -0.15 -4.26
H8 4.31 2.06 -4.17
H9 2.16 2.24 -2.92
H10 2.25 -1.76 -1.95
S2 -1.88 -0.80 -5.62
C10 -1.23 -0.71 -4.18
N5 -0.74 -0.63 -3.10
C11 1.31 1.60 3.32
O1 0.04 2.09 2.81
C12 -0.08 2.29 1.52
O2 0.74 2.07 0.67
H11 1.19 0.56 3.57
H12 1.52 2.19 4.20
H13 2.08 1.72 2.57
C13 -2.06 -1.61 2.36
C14 -2.65 -1.39 0.99
N6 -3.70 -2.13 0.64
O3 -2.19 -0.54 0.22
H14 -2.55 -2.42 2.89
H15 -2.17 -0.69 2.92
H16 -1.00 -1.82 2.25
H17 -4.11 -2.81 1.26
H18 -4.13 -1.99 -0.26
O4 -2.96 1.98 3.10
S3 -2.47 3.21 2.58
O5 -1.88 4.18 3.42
N7 -1.38 2.78 1.24
C15 -1.94 2.96 0.01
S4 -1.43 2.43 -1.46
C16 -3.20 3.71 0.15
C17 -3.97 4.21 -0.89
C18 -5.11 4.95 -0.58
C19 -5.47 5.19 0.74
C20 -4.71 4.68 1.79
C21 -3.59 3.94 1.46
H19 -3.68 4.04 -1.92
H20 -5.71 5.36 -1.38
H21 -6.35 5.78 0.96
H22 -4.98 4.85 2.82

Highest occupied orbital energy = -0.389 hartree
F_max = 0.608 eV/A
Calculated total energy = -3379.85403 hartree
Charge = +1

natural (NBO) population analysis, charges in e, atoms 1 to 5: atom 1 (Sn): 1.394, atom 2 (S): -0.341, atom 3 (C): 0.325, atom 4 (N): -0.576, atom 5 (C): -0.225

=====

F_max of number 1 (C21H22N6O9RuS3)? 1.372 eV/A

=====

Which of these has the lowest calculated total energy? C21H22N7O5S4Sn